The following is a DFT calculation (ωB97M-V/def2-TZVPD) of C13H19F3FeN2O4P2 as an isolated structure at a distorted geometry.

* E_LUMO (spin up / spin down): -5.467 / -3.833 eV
* energy relative to the best compared isomer or geometry (same formula, charge and spin): 51.9 kcal per mole
* <S²>: 1.142

The geometry in ORCA input format:
```
! RIJCOSX wB97M-V def2-TZVPD def2/J DEFGRID3
* xyz 1 2
Fe 1.77375 0.16473 0.15920
C 0.51929 -3.02380 -0.76702
P 0.11867 -1.59201 0.25641
C -0.54018 -2.34666 1.77252
C -1.30862 -0.76532 -0.49735
C -2.26346 -1.46116 -1.23097
C -3.31195 -0.77532 -1.82837
C -3.41296 0.60224 -1.68958
C -2.47111 1.29951 -0.94504
C -1.41976 0.61478 -0.34679
P -0.17510 1.45009 0.66804
C -0.18770 3.20175 0.24837
C -0.88158 1.40954 2.34306
H -0.32150 -3.71743 -0.76820
H 1.38690 -3.52586 -0.33601
H 0.76309 -2.70261 -1.77403
H -1.40081 -2.95245 1.48808
H -0.86129 -1.60327 2.49985
H 0.21505 -2.99200 2.22662
H -2.19151 -2.53467 -1.35515
H -4.04187 -1.31825 -2.41434
H -4.22435 1.13806 -2.16443
H -2.56075 2.37407 -0.84690
H 0.00145 3.32983 -0.81275
H 0.60348 3.70333 0.80793
H -1.14821 3.62799 0.53825
H -0.30678 2.05757 3.00832
H -0.88791 0.39989 2.74844
H -1.90733 1.77485 2.28875
N 1.77443 -0.01932 2.32197
N 3.06816 -0.37983 2.69805
C 4.07877 -0.02469 1.79163
O 5.23072 -0.03467 2.10529
O 3.54361 0.28010 0.63067
H 1.50379 0.86089 2.75706
H 1.12573 -0.73566 2.62993
H 3.31300 -0.40790 3.67672
F 1.80246 1.28496 -4.42770
C 0.81112 0.73503 -3.73804
F 0.48571 -0.42760 -4.29210
F -0.25486 1.54120 -3.79598
C 1.22632 0.54501 -2.26559
O 1.23135 1.54281 -1.51959
O 1.50273 -0.59774 -1.84924
*
```

=====

The following is a DFT calculation (ωB97M-V/def2-TZVPD) of a 14-piece molecular cluster, C34H70Cl26N3 overall at a distorted geometry.

* E_LUMO: -2.875 eV

The geometry in ORCA input format:
```
! RIJCOSX wB97M-V def2-TZVPD def2/J DEFGRID3
* xyz 1 1
C -6.48581 6.32881 2.92558
N -5.10664 5.81421 2.78666
C -4.75011 5.59173 1.37725
C -3.86036 4.35279 1.16042
C -4.13534 3.74708 -0.24008
C -3.77230 2.31631 -0.05462
N -3.78358 2.01440 1.18578
C -4.21692 3.14783 2.03081
C -3.87685 3.04192 3.51490
C -2.60459 2.21735 3.79555
N -2.87477 1.05808 4.63414
H -7.16706 5.49102 3.08053
H -6.55261 6.99310 3.78368
H -6.82262 6.86743 2.04115
H -4.51667 6.57234 3.10557
H -5.65833 5.50969 0.78016
H -4.20879 6.45265 0.97446
H -2.82158 4.67196 1.24609
H -5.18104 3.80369 -0.56036
H -3.54091 4.17683 -1.04711
H -3.51640 1.62105 -0.84758
H -3.48625 1.10308 1.53245
H -5.31466 3.11499 1.97024
H -4.71735 2.55545 4.01252
H -3.82445 4.03756 3.93905
H -2.10617 1.95928 2.85324
H -1.89137 2.85460 4.32448
H -2.17687 0.34035 4.50118
H -3.78853 0.66611 4.45374
Cl 0.57468 5.78194 2.50076
C 1.03083 4.12179 2.95814
C 1.10901 3.21061 1.76166
Cl -0.50204 2.94153 1.03338
H 0.30176 3.76453 3.68076
H 2.00518 4.17259 3.44041
H 1.49302 2.23662 2.06035
H 1.75173 3.61889 0.98660
Cl -8.16385 6.64022 -0.27475
C -8.38437 8.30452 -0.88683
C -7.07512 9.04018 -1.00357
Cl -6.34214 9.37104 0.58787
H -9.07260 8.81111 -0.21607
H -8.84753 8.22585 -1.86842
H -7.23991 10.00115 -1.48699
H -6.35435 8.47343 -1.58714
Cl -3.08465 0.88351 -3.04757
C -2.85217 2.21287 -4.23247
C -1.44950 2.75747 -4.21020
Cl -1.09809 3.62596 -2.69126
H -3.58643 2.98326 -4.01173
H -3.07075 1.79416 -5.21247
H -1.32052 3.46989 -5.02301
H -0.71353 1.96577 -4.31679
Cl 0.15528 0.44303 -2.29345
C 1.93560 0.43446 -2.15412
C 2.58369 1.13372 -3.31806
Cl 2.35061 0.23442 -4.84126
H 2.24620 -0.60210 -2.05966
H 2.18647 0.95156 -1.22861
H 3.65695 1.21647 -3.15264
H 2.17510 2.13137 -3.46289
Cl 6.22032 -1.50899 -1.16067
C 5.67724 -3.10290 -1.77758
C 4.31186 -3.00306 -2.40050
Cl 3.06229 -2.67696 -1.16288
H 5.69482 -3.80891 -0.94942
H 6.40070 -3.41507 -2.52016
H 4.04470 -3.94577 -2.87362
H 4.25844 -2.21825 -3.14946
Cl 6.02181 -5.78653 -3.53791
C 7.16298 -6.61602 -4.62724
C 8.56691 -6.57875 -4.08548
Cl 9.22037 -4.91856 -4.08964
H 7.10202 -6.13292 -5.59935
H 6.82458 -7.64546 -4.72777
H 9.21861 -7.18516 -4.71165
H 8.61018 -6.95257 -3.06616
Cl -4.38145 -1.96477 2.68837
C -3.70392 -2.19203 1.05412
C -2.19812 -2.17627 1.05374
Cl -1.53693 -0.55448 1.43169
H -4.11094 -1.41643 0.40860
H -4.05733 -3.15715 0.69707
H -1.82920 -2.43987 0.06429
H -1.78932 -2.87452 1.77931
Cl 2.78657 3.55638 -5.95932
C 3.08517 3.22338 -7.68458
C 4.55623 3.20895 -8.00951
Cl 5.29053 4.82441 -7.86761
H 2.55745 3.97535 -8.26487
H 2.65343 2.24644 -7.89844
H 4.69661 2.88215 -9.03848
H 5.09836 2.53694 -7.34878
Cl -2.82149 -3.71301 5.75235
C -3.62909 -2.20280 6.24537
C -3.38402 -1.86771 7.69335
Cl -4.18446 -3.01955 8.79027
H -4.69162 -2.31206 6.03986
H -3.22882 -1.41003 5.62029
H -3.78992 -0.88112 7.90964
H -2.32204 -1.86861 7.92411
Cl 0.90077 -8.13932 1.16728
C 1.71383 -6.72192 1.88555
C 1.92351 -5.61917 0.88578
Cl 3.12243 -6.03300 -0.36681
H 2.65671 -7.05487 2.31156
H 1.07492 -6.35864 2.68973
H 2.30257 -4.73912 1.40503
H 0.99763 -5.35676 0.37933
Cl 5.24068 -4.61569 2.52586
C 4.71234 -2.98171 2.04856
C 4.49009 -2.08462 3.23587
Cl 3.07444 -2.59520 4.19935
H 3.80802 -3.08151 1.45655
H 5.49298 -2.56629 1.41308
H 4.29127 -1.07118 2.89148
H 5.35459 -2.06962 3.89396
Cl 1.42907 -8.69030 5.52984
C 0.31600 -7.75866 6.56194
C -0.63335 -6.92211 5.74506
Cl 0.22016 -5.60441 4.89341
H 0.91323 -7.14296 7.22924
H -0.25003 -8.47405 7.15576
H -1.37404 -6.45769 6.39338
H -1.14571 -7.52206 4.99763
Cl 6.03567 -1.70460 -4.73445
C 6.24154 -2.30918 -6.39815
C 4.91877 -2.62333 -7.04652
Cl 4.11560 -4.02034 -6.28618
H 6.88739 -3.18281 -6.35336
H 6.75023 -1.52972 -6.96293
H 5.07590 -2.87402 -8.09423
H 4.23969 -1.77636 -6.98377
*
```

=====

The following is a DFT calculation (ωB97M-V/def2-TZVPD) of one molecule with the formula C5H10N2S at a distorted geometry.

* structure (SMILES): C[C@@H]1[C@@H](C)C(=S)N1N
* E_LUMO: 0.809 eV
* energy relative to the best compared isomer or geometry (same formula, charge and spin): 42.5 kcal per mole

The geometry in ORCA input format:
```
! RIJCOSX wB97M-V def2-TZVPD def2/J DEFGRID3
* xyz 0 1
C 1.71755 -0.42256 1.09066
C 0.33503 -0.51933 0.48619
C 0.10253 -0.16179 -0.97221
C -0.49194 -1.19050 -1.89962
C -0.69306 0.98948 -0.49640
S -1.45750 2.22235 -1.22150
N -0.49466 0.68757 0.76608
N -0.94272 1.41207 1.85412
H 2.24250 -1.36999 1.09428
H 2.39492 0.24809 0.50762
H 1.50597 0.06118 2.10276
H -0.24505 -1.40036 0.77349
H 1.00776 0.31208 -1.46700
H -1.21502 -1.80748 -1.29983
H -1.04887 -0.72831 -2.69935
H 0.22454 -1.84686 -2.30939
H -1.87216 1.13450 2.09462
H -1.06981 2.37986 1.59548
*
```